1.
61
Properties=species:S:1:pos:R:3:forces:R:3 method="wB97M-V/def2-TZVPD" orbital_gap_ev=2.14 e_tot_ha=-3243.4801 relative_energy_ev=13.787 total_charge=0
Cd 14.73062 -8.18996 -3.26026 0.0 -0.2 -0.5
P 13.56015 -10.77750 -7.45471 0.3 1.5 -1.4
F 14.19073 -12.09016 -8.21594 -0.7 1.4 0.1
F 11.99539 -11.13262 -7.75373 1.4 -0.3 0.3
F 13.65213 -11.61689 -6.10658 -1.3 -0.7 1.0
F 13.09420 -9.42091 -6.64499 -2.3 0.5 0.8
F 14.96436 -10.14744 -7.00091 3.0 -0.7 -1.0
F 13.62942 -9.84253 -8.84062 -0.2 -1.4 1.0
Cl 17.58947 -4.11580 1.35621 0.1 1.1 -1.4
O 17.32591 -3.75950 2.67504 -0.8 0.7 2.8
O 16.63281 -5.15717 1.02751 0.6 0.4 -0.9
O 17.48992 -2.93789 0.50306 -0.7 -1.2 -0.1
O 18.95430 -4.51211 1.28641 0.6 -1.1 -0.5
C 9.19682 -12.25810 -0.27307 1.8 0.4 -1.7
O 9.10385 -11.11331 0.57272 -1.9 -0.4 0.9
C 9.71195 -9.98606 0.28415 2.3 1.3 0.4
O 10.54626 -9.79652 -0.61301 -2.6 -0.3 2.1
O 9.46144 -9.01105 1.26537 1.8 0.1 -2.8
C 8.77404 -9.12768 2.48651 -0.4 -1.5 -0.1
H 9.05812 -11.94937 -1.30919 0.0 0.2 0.0
H 8.53112 -13.11239 -0.15009 -0.3 0.7 1.2
H 10.23948 -12.56410 -0.18749 -0.1 -0.5 -0.1
H 7.73269 -8.87780 2.28341 -0.1 -0.3 0.4
H 9.16193 -8.47884 3.27177 0.4 0.4 -0.6
H 8.95101 -10.14828 2.82586 -0.7 -0.1 0.3
C 19.06667 -12.85535 -3.66133 -0.4 0.0 -1.3
O 19.44277 -12.75063 -2.31344 -0.3 -0.5 -0.1
C 18.68509 -12.11142 -1.42740 -1.5 4.1 -1.6
O 17.80787 -11.22573 -1.59150 1.4 -2.6 -0.5
O 19.22697 -12.34952 -0.30530 1.9 -0.6 3.6
C 18.85871 -11.64106 0.91371 -1.0 -0.6 -0.6
H 19.67215 -13.60659 -4.16841 0.2 -0.2 0.6
H 19.27515 -11.94744 -4.22731 -0.4 0.3 0.3
H 18.03159 -13.17812 -3.77326 -0.1 0.3 0.1
H 18.81340 -10.55923 0.78846 -0.2 -0.2 -0.3
H 19.54519 -11.85811 1.73208 0.3 -0.4 -0.6
H 17.89636 -12.10168 1.13693 -0.2 0.7 0.5
C 19.60127 -3.39179 -6.73664 -1.8 -0.1 0.8
O 20.35031 -4.57728 -6.57385 1.5 -0.9 -0.5
C 19.95884 -5.62314 -5.81460 -3.4 1.0 0.9
O 18.83326 -5.71462 -5.24296 4.0 0.2 -1.9
O 20.89794 -6.55269 -5.74056 -0.9 -0.4 -0.3
C 22.19393 -6.47302 -6.36003 0.5 -0.1 1.3
H 18.62990 -3.63978 -7.16448 -0.2 -0.1 0.3
H 19.98644 -2.64054 -7.42612 1.0 -0.6 0.2
H 19.47816 -2.97774 -5.73589 -0.2 0.3 -0.2
H 22.67609 -7.34940 -5.92694 0.1 0.1 -0.1
H 22.68198 -5.59497 -5.93701 0.2 0.1 -0.5
H 22.29337 -6.55666 -7.44226 -0.8 0.4 0.0
C 8.37421 -2.78674 -3.70324 -0.2 2.4 -0.5
O 9.61012 -3.36940 -3.47109 0.7 -3.4 0.5
C 10.79864 -2.81040 -3.46980 1.8 -1.2 0.3
O 11.85073 -3.48448 -3.42598 -2.9 2.4 -0.1
O 10.63563 -1.48264 -3.47689 1.2 -0.4 0.0
C 11.79918 -0.65151 -3.36693 -0.2 1.2 -0.4
H 8.20911 -2.02456 -2.94171 -0.3 0.1 -0.1
H 7.50252 -3.44068 -3.72823 0.8 -0.7 0.2
H 8.48464 -2.29797 -4.67123 -0.6 0.2 -0.1
H 11.71837 0.05482 -4.19317 0.0 0.0 0.0
H 12.79010 -1.10042 -3.43515 -0.5 -0.7 0.2
H 11.67980 -0.07176 -2.45165 0.2 -0.2 0.1

=====

2.
48
Properties=species:S:1:pos:R:3:forces:R:3 method="wB97M-V/def2-TZVPD" orbital_gap_ev=10.81 e_tot_ha=-5993.9532 relative_energy_ev=0.457 total_charge=0
Cl 15.80561 -0.42693 23.12054 0.0 0.3 0.2
C 16.78885 -1.89886 23.15513 -0.6 -0.8 0.0
C 17.29620 -2.14309 21.78366 1.0 0.1 -0.9
Cl 18.57096 -3.40415 21.79229 -0.1 -0.1 0.1
H 16.12079 -2.71520 23.41167 0.0 0.0 0.3
H 17.58233 -1.84557 23.88533 0.1 0.3 0.2
H 17.76632 -1.24983 21.38408 0.0 0.0 -0.1
H 16.54191 -2.48455 21.08838 -0.3 0.0 0.0
Cl 18.06310 2.08459 25.36116 0.3 -0.2 0.1
C 16.88184 3.38666 25.27209 -0.1 0.7 -0.3
C 15.79000 3.07309 24.29506 -1.0 -0.4 0.4
Cl 14.53088 2.01679 25.07493 0.2 0.0 -0.2
H 17.35450 4.31465 24.93441 0.3 -0.3 0.1
H 16.47645 3.56276 26.25887 0.0 0.0 0.2
H 16.14701 2.55250 23.41645 0.1 0.0 -0.1
H 15.21699 3.95421 24.02624 0.2 0.2 -0.1
Cl 9.58793 1.02346 29.11178 -0.1 -0.1 0.1
C 10.43268 2.18603 28.08095 0.4 0.4 0.2
C 11.50033 1.56772 27.22425 -0.3 -0.8 0.0
Cl 10.88574 0.20636 26.22852 -0.1 0.2 -0.2
H 10.96595 2.85860 28.75595 -0.2 0.2 0.0
H 9.71726 2.74850 27.49457 -0.2 -0.1 0.0
H 12.26373 1.11733 27.84722 0.3 0.1 0.0
H 11.89236 2.30868 26.54137 0.3 0.1 -0.1
Cl 13.98610 -1.34131 27.43506 0.1 0.1 0.3
C 13.99053 -2.22447 25.91399 -0.2 -0.8 -0.6
C 14.64195 -3.59885 25.99464 0.1 0.7 0.3
Cl 16.41238 -3.49801 26.25326 -0.1 0.0 0.0
H 14.46469 -1.62116 25.14553 0.1 0.1 0.1
H 12.95458 -2.42072 25.61340 0.1 0.3 0.2
H 14.46366 -4.10618 25.05288 0.0 -0.2 0.0
H 14.23810 -4.15090 26.83506 -0.1 -0.2 0.0
Cl 12.68744 -1.90312 21.94985 0.2 -0.2 0.1
C 12.21069 -0.59021 23.06250 -1.2 -0.9 0.5
C 11.75045 0.59603 22.28014 0.7 0.7 -0.1
Cl 10.09206 0.37482 21.70627 -0.2 0.0 -0.2
H 12.96269 -0.44418 23.82268 0.5 0.4 -0.3
H 11.34126 -0.97201 23.60300 0.1 -0.1 0.0
H 12.40459 0.73909 21.42112 -0.1 0.1 -0.1
H 11.77171 1.51392 22.86652 -0.1 -0.1 0.2
Cl 12.73064 5.21449 25.20392 0.3 0.1 0.0
C 13.07828 5.98054 23.62661 -1.4 0.4 -0.4
C 12.61891 5.07412 22.48993 0.7 -0.2 -0.3
Cl 10.86583 4.78408 22.45706 0.0 -0.1 0.3
H 14.11624 6.27686 23.55243 0.3 -0.3 0.0
H 12.48621 6.90257 23.59251 0.1 -0.2 0.1
H 13.14966 4.11649 22.53370 -0.3 0.0 0.1
H 12.82166 5.48925 21.50134 0.3 0.3 0.3

=====

3.
42
Properties=species:S:1:pos:R:3:forces:R:3 method="wB97M-V/def2-TZVPD" orbital_gap_ev=5.13 e_tot_ha=-3824.5516 relative_energy_ev=0.164 total_charge=-1
Ga 0.76554 1.72801 -1.20142 -1.1 2.0 1.1
Cl 2.79773 2.49834 -1.57743 0.6 -0.1 -0.2
Cl -0.44787 1.14062 -2.99337 0.0 -0.4 -0.2
C -0.39875 3.03509 -0.37040 -1.0 1.4 -1.5
H -0.70377 3.73272 -1.17001 0.0 0.5 0.4
H -0.26725 3.50325 0.62503 0.5 -0.1 -0.7
C 1.57197 -1.31566 -1.61926 -2.2 -1.6 1.9
C 2.29131 -0.64303 -2.44591 2.2 1.8 -2.8
H 0.48004 -1.34885 -1.75897 0.5 0.1 0.1
C 3.80026 -0.56905 -2.42775 0.5 0.3 0.4
H 1.83627 -0.05481 -3.25560 0.0 -0.4 0.4
C 4.43330 -1.48130 -1.37110 -0.3 -0.1 0.0
H 4.26356 -0.76715 -3.40740 -0.5 -0.2 0.1
H 4.10157 0.46731 -2.23280 -0.3 -0.1 0.1
C 3.56027 -1.58715 -0.11642 -0.4 -0.1 0.1
H 4.52767 -2.48737 -1.80421 0.2 0.1 0.2
H 5.42637 -1.09517 -1.09824 -0.1 -0.3 -0.1
C 2.13918 -2.08711 -0.45637 0.3 0.0 -0.1
H 3.99485 -2.29565 0.59386 0.2 0.1 0.0
H 3.50252 -0.61055 0.38444 -0.1 -0.1 -0.1
H 2.19048 -3.15778 -0.71986 0.0 0.2 0.0
H 1.46277 -2.02728 0.41012 0.3 0.2 -0.2
C -3.87169 0.99803 -1.21116 -0.1 0.1 -0.1
C -2.96887 0.37920 -0.16240 -0.4 -0.5 0.7
N -1.98212 1.28466 0.43484 -1.5 -3.4 1.3
C -1.09220 0.66924 1.21384 -0.3 1.0 -0.8
S 0.59463 0.94218 1.09506 0.8 -1.5 0.9
N -1.50542 -0.22704 2.16992 0.0 -0.3 0.2
C -2.56463 0.17935 3.09899 0.1 -0.1 -0.2
C -2.83346 -0.95287 4.07331 -0.2 -0.1 0.2
H -4.39933 1.88149 -0.83759 0.1 -0.1 -0.1
H -4.61270 0.23588 -1.47519 0.0 0.1 0.0
H -3.32683 1.24313 -2.12891 0.0 0.1 0.3
H -3.59352 -0.03848 0.65032 0.0 -0.1 -0.5
H -2.44870 -0.47337 -0.65055 -0.1 0.3 0.3
H -1.59520 2.22932 -0.09930 2.3 1.1 -0.8
H -0.73822 -0.70606 2.64457 -0.1 0.4 -0.4
H -2.22981 1.06124 3.66673 -0.2 0.0 -0.2
H -3.45207 0.45258 2.52256 0.1 0.0 0.2
H -1.99193 -1.04832 4.76535 -0.1 -0.1 0.0
H -3.73597 -0.77043 4.66304 0.1 0.1 0.0
H -2.97998 -1.91716 3.57965 0.1 0.1 -0.2

=====

4.
44
Properties=species:S:1:pos:R:3:forces:R:3 method="wB97M-V/def2-TZVPD" orbital_gap_ev="9.71 / 7.83" s2=8.76 e_tot_ha=-3416.9633 relative_energy_ev=0.000 multiplicity=6 total_charge=0
Fe -7.76787 13.46552 30.17872 0.2 -0.8 0.1
Cl -9.83678 13.15441 29.21591 0.6 0.2 0.2
Cl -7.23466 11.26219 30.87214 -0.1 0.8 -0.3
Cl -5.94567 14.69473 30.89640 -0.7 -0.4 -0.2
C -8.79593 12.82527 34.30689 -0.1 -0.1 -0.1
C -9.40839 13.35682 33.04160 -0.3 -0.2 0.2
O -8.71987 13.57918 32.07789 0.6 0.0 -0.5
C -10.87378 13.71586 33.01123 0.5 0.7 0.8
H -7.80571 12.42221 34.11282 0.0 0.0 -0.1
H -9.44806 12.07065 34.74668 0.0 0.0 0.1
H -8.69946 13.64983 35.01783 -0.1 0.0 0.0
H -10.93926 14.59175 32.36792 -0.3 -0.2 -0.3
H -11.14167 14.02115 34.02824 -0.2 -0.1 -0.1
H -11.53541 12.91488 32.69795 0.1 -0.1 -0.2
C -6.67781 17.38515 27.57894 -0.2 0.6 -0.1
C -7.78458 16.36329 27.63455 -0.1 -0.3 0.1
O -7.67798 15.38002 28.32512 0.1 0.0 0.0
C -9.00098 16.57489 26.78925 -0.4 0.1 -0.6
H -6.48214 17.78548 28.57419 0.2 -0.4 0.1
H -6.93829 18.25118 26.96579 0.0 -0.2 -0.2
H -5.78032 16.91640 27.18073 0.1 0.0 0.1
H -9.73489 15.78402 26.92873 0.1 0.0 0.3
H -8.73871 16.56874 25.72438 0.2 0.1 0.1
H -9.45526 17.55413 26.95869 0.1 0.0 0.1
C -9.32835 18.32942 30.32533 -0.7 -0.2 0.3
C -9.11245 17.14444 31.24683 0.6 0.1 -0.2
O -9.02244 16.02243 30.81380 -0.2 0.1 -0.1
C -8.95047 17.42319 32.71746 0.0 -0.1 0.2
H -9.82477 17.96928 29.42664 0.1 0.1 -0.1
H -8.39752 18.83444 30.07536 0.1 -0.1 0.1
H -9.98003 19.04409 30.83539 0.1 0.1 -0.2
H -8.35413 16.62852 33.16301 0.0 0.0 0.0
H -9.92684 17.43068 33.21134 0.0 0.1 -0.1
H -8.48247 18.39111 32.89393 0.0 0.0 0.0
C -6.92626 11.08170 26.73969 0.2 0.6 0.2
C -6.19369 12.12650 27.53279 0.3 -0.6 -0.3
O -6.75260 12.83784 28.32707 -0.4 0.6 0.7
C -4.70726 12.26403 27.35481 0.3 0.0 0.0
H -7.95597 11.02515 27.07932 0.0 -0.2 0.0
H -6.37139 10.15117 26.85025 -0.2 -0.2 -0.1
H -6.88690 11.40031 25.69472 0.0 -0.2 -0.1
H -4.27725 11.67648 26.54559 -0.2 0.0 -0.2
H -4.21990 11.92997 28.27419 -0.1 0.1 0.1
H -4.47753 13.32161 27.22731 0.1 0.0 0.0

=====

5.
52
Properties=species:S:1:pos:R:3:forces:R:3 method="wB97M-V/def2-TZVPD" orbital_gap_ev="2.42 / 2.41" s2=3.76 e_tot_ha=-3273.7777 multiplicity=4 total_charge=-2
Co 0.20244 -0.41055 0.97037 0.9 1.3 2.0
P -1.09068 -1.04379 3.02986 -2.5 3.1 4.9
O -0.73377 0.35665 2.56469 3.8 4.0 -3.2
O -0.29417 -1.39750 4.24604 1.2 -2.0 0.5
O -0.84811 -1.81259 1.73566 -0.3 -3.5 -2.0
O -2.48188 -0.57581 3.47791 -3.0 -2.8 -0.2
F 2.15084 -0.26890 1.68199 -0.2 -0.1 -1.1
C 3.48890 -3.08902 0.41280 1.2 1.1 -0.2
C 3.22094 -2.33571 -0.92070 0.4 -0.7 1.2
O 2.12281 -3.03753 -1.47807 -2.9 0.2 -1.1
C 0.86751 -2.53644 -1.27818 -0.5 -2.2 1.1
O 0.58337 -1.45953 -0.84902 0.4 0.2 -1.2
O -0.06503 -3.55288 -1.46280 4.2 -0.4 -1.1
C -1.40648 -3.27324 -1.48198 -1.3 1.9 1.2
H 4.46429 -2.78252 0.79069 0.1 0.4 0.2
H 3.61810 -4.16665 0.31233 -0.6 0.0 -0.4
H 2.77877 -2.81142 1.19175 -0.3 0.0 -0.2
H 3.99915 -2.42588 -1.67856 0.3 -0.3 0.2
H 3.04740 -1.26511 -0.81210 -0.4 -0.1 0.5
H -2.03016 -4.15333 -1.63875 0.5 -0.2 -0.1
H -1.62155 -2.50565 -2.22539 -0.3 0.0 -0.2
H -1.61051 -2.85197 -0.49760 -0.6 0.1 0.2
C 2.70257 3.33155 2.67639 0.5 -0.2 -1.3
C 1.41395 3.62699 1.89695 -0.1 -0.4 2.4
O 1.60856 3.72086 0.46775 -0.3 -1.8 -0.5
C 1.26284 2.62579 -0.30340 -2.0 -1.9 2.2
O 0.62907 1.59907 0.11382 3.5 5.6 -3.1
O 1.58349 2.91083 -1.63056 -1.1 -1.1 1.2
C 2.56149 3.85017 -2.02374 1.0 0.2 -0.1
H 2.98126 2.28290 2.57259 -0.1 -0.1 -0.2
H 2.67413 3.51552 3.75038 -0.5 0.3 -0.1
H 3.46847 3.95112 2.20988 0.5 0.1 0.3
H 1.02767 4.57504 2.27122 0.0 0.3 -0.7
H 0.71539 2.88155 2.27699 -0.5 -0.4 -1.1
H 2.49196 4.02301 -3.09770 -0.5 -0.4 -0.1
H 3.54828 3.41573 -1.86370 0.1 0.1 0.2
H 2.54888 4.85533 -1.60233 -0.5 -0.3 0.6
C -5.58709 -1.44216 0.21067 0.3 1.0 -0.5
C -4.08615 -1.20771 0.11172 0.4 -0.8 0.6
O -3.71886 -0.46988 -1.07187 -0.4 0.5 -0.2
C -2.49504 0.06428 -1.10538 1.1 0.2 2.0
O -1.63609 0.00838 -0.23006 -2.2 0.3 -2.8
O -2.44922 0.74152 -2.26001 -1.9 -0.7 -0.8
C -1.30076 1.38817 -2.71696 0.7 -0.7 1.4
H -5.89650 -1.87067 -0.74261 -0.4 -0.4 0.2
H -6.14584 -0.51800 0.35838 0.1 0.3 -0.2
H -5.83769 -2.03264 1.09193 0.3 -0.4 -0.3
H -3.61912 -2.17558 -0.07052 0.1 -0.1 0.7
H -3.68329 -0.72971 1.00464 0.3 -0.1 0.2
H -0.55266 0.60374 -2.83145 0.6 0.4 -0.1
H -1.05114 2.02974 -1.87186 0.8 0.6 -0.7
H -1.52078 1.84443 -3.68210 -0.1 0.2 0.3